DFT (wB97M-V/def2-TZVPD) results for a molecular structure, C25H24MgN3O3.

Geometry as XYZ:
```
56
Properties=species:S:1:pos:R:3:forces:R:3
C 0.78122 -2.45935 -1.87442 -0.1 -0.1 0.1
C -1.03805 3.50419 -0.23658 0.0 -0.1 0.0
H 5.48619 0.29641 -0.74731 0.0 0.0 0.0
C -4.66147 0.66636 -0.10010 0.0 0.0 0.0
H 1.89326 -1.78621 -4.97611 0.0 0.0 0.0
C 0.56107 -0.67241 2.83177 0.0 0.0 -0.1
N -1.23716 2.14524 -0.12754 0.0 0.1 0.0
H 2.76808 -4.11040 -4.74077 0.0 0.0 0.0
O 0.47664 0.13870 -4.36211 0.1 0.0 0.0
C 4.68085 0.55281 -0.06690 -0.1 0.0 0.0
N -3.17894 3.14128 -0.19739 -0.1 0.1 0.0
H 2.33083 -5.37544 -2.65140 0.0 0.0 0.0
C 0.55378 -0.30825 -3.21936 -0.2 -0.1 0.0
H 1.03522 -4.31198 -0.82689 0.0 0.0 0.0
O -1.29022 -0.65574 0.27201 0.0 -0.1 0.0
C 3.35676 0.53838 -0.50600 0.0 0.0 0.0
H 5.99246 0.88956 1.60574 0.0 0.0 0.0
H -2.83395 -2.67164 0.37018 0.0 0.0 0.0
C 1.96256 -4.36238 -2.76306 0.0 0.0 0.0
H -5.19477 1.59913 -0.25057 0.0 0.0 0.0
C 3.92385 1.19411 2.11219 0.0 0.0 0.0
C -0.86656 1.22534 3.02512 0.0 0.0 0.0
H 1.16202 2.56973 2.40642 0.0 0.0 0.0
H 1.82321 1.50033 3.64799 0.0 0.0 0.0
H -2.49729 5.17719 -0.36819 0.0 0.0 0.0
C -3.36494 -1.73628 0.24444 -0.1 0.0 0.0
C 2.20712 -3.65325 -3.93419 0.0 0.0 0.0
H -4.17284 3.27020 -0.21589 0.0 0.0 0.0
C -2.54517 1.94286 -0.11180 0.0 -0.3 0.0
C 2.61324 1.17551 1.64946 -0.1 0.1 0.0
C 1.02634 -1.74477 -3.03948 0.2 -0.1 -0.1
H -1.72624 0.60139 2.77568 0.0 0.0 0.0
H -0.76771 1.25973 4.12414 0.0 0.0 0.0
H 4.13330 1.44869 3.14827 0.0 0.0 0.0
H 0.71156 -0.71652 3.92380 0.0 0.0 0.0
C 1.48655 1.54046 2.59640 -0.1 0.0 0.0
O 0.25196 0.29670 -2.14313 -0.1 0.2 0.0
H 3.16764 0.27178 -1.54282 0.0 0.0 0.0
C 4.96820 0.88336 1.24950 0.0 0.0 0.0
H -0.28842 -1.29509 2.55071 0.0 0.0 0.0
H 0.19800 -2.01154 -1.07664 0.0 0.0 -0.1
C -4.73369 -1.69987 0.15857 0.0 0.0 0.0
N 0.31847 0.68996 2.38723 0.0 0.1 0.0
C -5.41033 -0.48753 -0.01578 0.1 0.0 0.0
Mg 0.18569 0.56041 -0.21640 0.1 0.1 0.1
H -0.04565 3.91761 -0.28652 0.0 0.0 0.0
C -2.23302 4.13935 -0.28046 0.0 0.0 0.0
H 1.45504 -1.06143 2.34473 0.0 0.0 0.0
C -3.26419 0.66668 -0.01445 0.0 0.3 0.0
H -5.29363 -2.62638 0.21923 0.0 0.0 0.0
C 1.24167 -3.76454 -1.73866 0.0 0.0 0.0
C 2.27254 0.84668 0.32626 0.0 -0.1 0.0
C 1.73153 -2.35796 -4.07179 0.0 0.0 0.1
H -6.48837 -0.45224 -0.09019 0.0 0.0 0.0
H -1.05812 2.23519 2.65954 0.0 0.0 0.0
C -2.56611 -0.56412 0.16353 0.1 0.0 0.0
```
Forces are in eV/Å.

Total energy in eV: -42378.0572
LUMO level in eV: 2.57
Kohn-Sham gap in eV: 7.45
Charge: -1

***

DFT (wB97M-V/def2-TZVPD) results for C20H28N2O3S in the gas phase.

Geometry as XYZ:
```
54
Properties=species:S:1:pos:R:3:forces:R:3
H 2.78023 -4.93048 1.07476 0.0 0.0 0.1
C 0.55715 -3.33283 -1.60396 0.0 0.1 0.1
C -0.12259 -0.77072 0.84460 0.5 0.4 0.0
C 3.17543 -3.01567 3.16335 -0.4 -0.1 -0.2
C -1.59681 -1.57576 -0.81566 -0.1 0.1 -0.3
H -0.43075 -0.67724 -2.42538 0.0 0.0 0.0
O -3.07791 2.03008 -1.76142 -0.4 0.1 0.1
H -0.97775 -0.45183 1.44874 0.1 0.0 0.0
H -0.26092 2.69469 -0.97777 0.1 -0.1 -0.1
H -2.44245 -1.26731 -0.19145 0.0 0.0 -0.1
O -2.31913 4.64035 -1.31551 -0.1 -0.1 0.2
C 2.26813 -4.88419 -0.98546 0.0 0.0 -0.1
H -1.78869 6.07022 -0.02361 0.2 -0.1 -0.1
O 1.02698 -3.08081 1.98944 -0.2 0.0 -0.5
H 1.52837 -4.64757 -2.97818 0.0 0.0 -0.1
H 1.84703 -4.72410 2.95046 -0.1 0.1 0.0
H -2.12784 -0.12674 -2.31190 0.0 0.0 0.0
S -2.21289 3.22636 1.40562 0.6 0.3 0.0
H -0.90539 4.35271 -2.81453 0.0 0.0 0.0
C 0.14482 3.16588 2.40070 -0.1 -0.1 0.2
H 1.14387 0.07129 -0.69764 0.0 0.0 0.0
H 1.20134 -3.40144 3.94080 0.1 -0.1 -0.1
C -1.89404 3.99807 -2.49905 -0.1 -0.5 -0.5
C -1.08594 2.61579 2.54923 -0.2 0.0 -0.1
H 0.56542 1.24594 0.51327 0.0 0.0 0.0
H -1.40569 1.88148 3.26078 0.0 -0.2 0.2
C -0.99777 4.23571 0.69829 -0.3 -0.1 0.1
C -1.24620 -0.39861 -1.73234 -0.2 -0.1 0.1
C 0.42768 -2.87678 -0.29338 0.1 -0.2 0.1
H 1.08460 4.63577 1.05863 0.1 0.1 -0.1
H -2.63278 4.28559 -3.25445 0.2 0.0 0.0
H -1.94190 2.04390 -3.39968 0.0 0.1 0.1
N -0.86133 0.73760 -0.91363 0.2 0.1 -0.1
H 0.99043 2.91880 3.01731 0.1 -0.1 0.1
C 1.78323 -3.63294 3.04316 0.3 -0.1 0.3
H -0.42880 5.43138 -0.97529 -0.1 0.0 0.1
C 0.19613 4.09698 1.33806 -0.2 0.1 -0.2
N -0.52209 -1.93298 0.08202 -0.3 -0.1 0.2
H -0.05401 -2.90386 -2.38172 -0.1 0.1 0.0
C 1.45823 -4.32544 -1.94980 0.1 -0.1 0.0
C 2.15447 -4.46184 0.33163 0.0 0.0 0.2
H 2.98406 -5.65096 -1.23954 0.1 -0.1 0.0
H 0.70443 -1.01984 1.50378 -0.1 0.0 0.0
C 1.24126 -3.48778 0.69476 0.0 0.1 0.1
H 3.75875 -3.19345 2.26332 0.1 0.0 0.0
C -1.89964 2.45433 -2.38418 0.4 0.4 0.0
C 0.27434 0.37937 -0.08528 -0.1 -0.1 0.3
C -1.34498 5.15224 -0.43583 0.0 0.4 0.1
H -3.15183 2.50297 -0.92127 0.0 -0.1 -0.1
H 3.69639 -3.44767 4.01361 0.1 0.0 0.1
H 3.09143 -1.94141 3.31002 0.0 0.1 0.0
C -0.61956 1.93965 -1.68074 -0.2 0.0 0.0
H 0.16592 1.79805 -2.44867 0.0 0.0 0.0
H -1.90046 -2.44499 -1.39903 0.0 0.0 0.0
```
Forces are in eV/Å.

Total energy in eV: -41150.8854
LUMO level in eV: 0.73
SMILES string: CCOc1ccccc1N1CCN(C[C@@H](O)COCc2cccs2)CC1
Kohn-Sham gap in eV: 8.00

***

DFT (wB97M-V/def2-TZVPD) results for a molecular structure, C3H3FFeO3.

Geometry as XYZ:
```
11
Properties=species:S:1:pos:R:3:forces:R:3
H -1.16149 -1.03114 -1.29426 -0.1 0.6 -0.3
Fe 3.71236 0.43695 -0.45258 2.3 -0.1 -0.5
C -0.68625 -0.88862 -0.32059 2.1 -4.4 -0.6
C 1.02071 0.51511 0.04411 -0.2 -0.6 -1.6
O 2.10539 1.07864 0.12693 -0.6 0.5 0.7
H -1.45776 0.12018 1.54069 -0.2 -0.6 1.2
F -2.28986 0.84395 -0.13735 1.5 -1.0 1.5
C -1.24677 0.26183 0.47804 -1.0 4.4 -2.9
H -0.71260 -1.83368 0.22889 -0.1 0.0 0.0
O -0.12315 1.13800 0.27765 -1.2 1.0 1.5
O 0.83941 -0.64121 -0.49153 -2.3 0.2 1.1
```
Forces are in eV/Å.

Total energy in eV: -46364.3235
LUMO level (alpha / beta) in eV: -15.70 / -20.71
Kohn-Sham gap (alpha / beta) in eV: 11.96 / 6.67
Charge: +3
Spin multiplicity: 6

***

DFT (wB97M-V/def2-TZVPD) results for a molecular structure, C19H20MnN6O2S.

Geometry as XYZ:
```
49
Properties=species:S:1:pos:R:3:forces:R:3
C 0.35009 -1.89195 -2.06117 -0.2 -0.2 0.0
H 4.24177 2.93650 0.55170 0.1 0.0 0.0
H 0.47556 -3.47839 -3.48342 0.0 0.0 0.0
H -3.37699 0.43064 3.67504 0.0 0.0 0.0
C -3.56989 -3.21180 0.76037 -0.5 0.1 0.6
H 1.20371 -1.36040 -2.44692 0.0 0.0 -0.1
H 4.81551 -0.76923 -1.03709 0.1 0.0 0.0
C -1.92639 0.40823 2.10959 -0.1 -0.2 0.0
H 2.56058 -0.63234 0.48799 0.1 0.0 -0.1
C 3.59481 0.47351 -2.39750 -0.1 0.0 0.0
H -1.14553 2.38549 -1.67021 -0.1 0.1 0.0
H -4.43100 -1.71816 2.94199 0.0 0.0 0.0
C 3.89062 -0.27152 -1.26543 -0.1 0.2 -0.1
H 0.18399 2.40953 2.21793 0.0 0.0 0.0
C -3.06436 -1.96111 1.30022 0.0 -0.2 -0.1
C 0.25974 3.04723 1.34012 -0.1 0.0 -0.1
H 4.00936 3.02418 2.32455 0.0 0.0 0.0
C 3.83255 2.42967 1.42729 -0.1 -0.1 0.0
O -0.25298 2.24060 0.19655 0.2 0.2 0.3
Mn 0.10459 0.36587 -0.12533 -0.4 0.2 -0.2
C -2.97567 -3.81548 -0.35491 0.1 -0.5 -0.5
H 4.29953 1.45709 1.55357 0.0 0.0 0.0
N 1.79104 0.51862 -1.11321 0.3 -0.1 0.1
C 2.74187 -0.20225 -0.49415 0.3 -0.2 0.1
N -3.56515 -4.95588 -0.71606 0.1 0.2 0.1
H -1.48602 1.34364 2.40106 0.1 0.1 0.0
N -0.29097 -1.35451 -1.00756 0.2 -0.3 -0.2
N 2.33713 0.91976 -2.28367 -0.3 0.0 0.1
H 1.95914 4.10035 1.98093 0.0 0.0 0.0
C -0.90349 3.04962 -0.83864 0.1 -0.1 0.1
S -4.77791 -5.20314 0.31434 0.4 0.4 0.0
H -0.42551 3.88916 1.43507 0.1 0.1 0.0
N -1.40415 -0.22267 1.04761 -0.1 0.1 0.1
C -3.00456 -0.11170 2.81832 0.1 0.1 0.0
H 1.82907 1.51770 -2.92032 0.1 0.0 0.0
C -1.82731 -3.21605 -1.01182 -0.1 -0.1 0.1
C -1.97357 -1.39543 0.65134 0.0 0.0 0.0
H 1.89915 3.94224 0.22054 0.0 0.0 0.0
H -0.20730 3.82285 -1.15840 -0.1 0.0 0.0
O 2.42157 2.20634 1.25676 0.0 0.0 0.0
C -1.15317 -3.75848 -2.11381 -0.1 -0.1 0.0
H -1.49116 -4.69813 -2.53419 0.0 0.0 0.0
N -4.60721 -3.89754 1.24153 0.2 0.1 -0.1
C -1.36432 -2.01531 -0.48874 0.0 -0.1 0.0
H 4.18453 0.72248 -3.26525 0.1 0.0 0.0
H -1.81244 3.46851 -0.41067 0.0 0.0 -0.1
C 1.70264 3.41575 1.16196 -0.1 -0.1 0.2
C -0.06800 -3.08842 -2.63474 0.2 0.2 0.0
C -3.58349 -1.29566 2.41684 -0.1 -0.1 0.0
```
Forces are in eV/Å.

Total energy in eV: -75191.6571
LUMO level (alpha / beta) in eV: -12.24 / -11.59
Kohn-Sham gap (alpha / beta) in eV: 5.58 / 6.25
Charge: +3
Spin multiplicity: 5

***

What did the second record say?
DFT (wB97M-V/def2-TZVPD) results for C20H28N2O3S in the gas phase.

Geometry as XYZ:
```
54
Properties=species:S:1:pos:R:3:forces:R:3
H 2.78023 -4.93048 1.07476 0.0 0.0 0.1
C 0.55715 -3.33283 -1.60396 0.0 0.1 0.1
C -0.12259 -0.77072 0.84460 0.5 0.4 0.0
C 3.17543 -3.01567 3.16335 -0.4 -0.1 -0.2
C -1.59681 -1.57576 -0.81566 -0.1 0.1 -0.3
H -0.43075 -0.67724 -2.42538 0.0 0.0 0.0
O -3.07791 2.03008 -1.76142 -0.4 0.1 0.1
H -0.97775 -0.45183 1.44874 0.1 0.0 0.0
H -0.26092 2.69469 -0.97777 0.1 -0.1 -0.1
H -2.44245 -1.26731 -0.19145 0.0 0.0 -0.1
O -2.31913 4.64035 -1.31551 -0.1 -0.1 0.2
C 2.26813 -4.88419 -0.98546 0.0 0.0 -0.1
H -1.78869 6.07022 -0.02361 0.2 -0.1 -0.1
O 1.02698 -3.08081 1.98944 -0.2 0.0 -0.5
H 1.52837 -4.64757 -2.97818 0.0 0.0 -0.1
H 1.84703 -4.72410 2.95046 -0.1 0.1 0.0
H -2.12784 -0.12674 -2.31190 0.0 0.0 0.0
S -2.21289 3.22636 1.40562 0.6 0.3 0.0
H -0.90539 4.35271 -2.81453 0.0 0.0 0.0
C 0.14482 3.16588 2.40070 -0.1 -0.1 0.2
H 1.14387 0.07129 -0.69764 0.0 0.0 0.0
H 1.20134 -3.40144 3.94080 0.1 -0.1 -0.1
C -1.89404 3.99807 -2.49905 -0.1 -0.5 -0.5
C -1.08594 2.61579 2.54923 -0.2 0.0 -0.1
H 0.56542 1.24594 0.51327 0.0 0.0 0.0
H -1.40569 1.88148 3.26078 0.0 -0.2 0.2
C -0.99777 4.23571 0.69829 -0.3 -0.1 0.1
C -1.24620 -0.39861 -1.73234 -0.2 -0.1 0.1
C 0.42768 -2.87678 -0.29338 0.1 -0.2 0.1
H 1.08460 4.63577 1.05863 0.1 0.1 -0.1
H -2.63278 4.28559 -3.25445 0.2 0.0 0.0
H -1.94190 2.04390 -3.39968 0.0 0.1 0.1
N -0.86133 0.73760 -0.91363 0.2 0.1 -0.1
H 0.99043 2.91880 3.01731 0.1 -0.1 0.1
C 1.78323 -3.63294 3.04316 0.3 -0.1 0.3
H -0.42880 5.43138 -0.97529 -0.1 0.0 0.1
C 0.19613 4.09698 1.33806 -0.2 0.1 -0.2
N -0.52209 -1.93298 0.08202 -0.3 -0.1 0.2
H -0.05401 -2.90386 -2.38172 -0.1 0.1 0.0
C 1.45823 -4.32544 -1.94980 0.1 -0.1 0.0
C 2.15447 -4.46184 0.33163 0.0 0.0 0.2
H 2.98406 -5.65096 -1.23954 0.1 -0.1 0.0
H 0.70443 -1.01984 1.50378 -0.1 0.0 0.0
C 1.24126 -3.48778 0.69476 0.0 0.1 0.1
H 3.75875 -3.19345 2.26332 0.1 0.0 0.0
C -1.89964 2.45433 -2.38418 0.4 0.4 0.0
C 0.27434 0.37937 -0.08528 -0.1 -0.1 0.3
C -1.34498 5.15224 -0.43583 0.0 0.4 0.1
H -3.15183 2.50297 -0.92127 0.0 -0.1 -0.1
H 3.69639 -3.44767 4.01361 0.1 0.0 0.1
H 3.09143 -1.94141 3.31002 0.0 0.1 0.0
C -0.61956 1.93965 -1.68074 -0.2 0.0 0.0
H 0.16592 1.79805 -2.44867 0.0 0.0 0.0
H -1.90046 -2.44499 -1.39903 0.0 0.0 0.0
```
Forces are in eV/Å.

Total energy in eV: -41150.8854
LUMO level in eV: 0.73
SMILES string: CCOc1ccccc1N1CCN(C[C@@H](O)COCc2cccs2)CC1
Kohn-Sham gap in eV: 8.00

***

Question: What is the total energy in the second record?
Answer: -41150.8854 eV

***

Question: Which of these has the lowest total energy?
Answer: C19H20MnN6O2S